Below is a single C4H6N2O molecule, with properties calculated with ωB97M-V with the def2-TZVPD basis set.

Last columns: bonded neighbours and bond lengths (Å).
Geometry (Å):
1 C -1.764 0.026 0.408  C2 1.852, C3 1.825, H8 1.088, H9 1.098, H10 1.089
2 C -0.755 0.854 -0.906  C1 1.852, C3 1.417, O7 1.427
3 C -0.638 -0.558 -0.904  C1 1.825, C2 1.417, N4 1.398, H11 1.085
4 N 0.593 -1.041 -0.452  C3 1.398, C5 1.298
5 C 1.196 0.064 -0.136  N4 1.298, N6 1.350, O7 1.347
6 N 2.459 0.199 0.320  C5 1.350, H12 1.007, H13 1.007
7 O 0.494 1.200 -0.311  C2 1.427, C5 1.347
8 H -2.782 0.108 0.033  C1 1.088
9 H -1.628 -0.919 0.951  C1 1.098
10 H -1.537 0.838 1.097  C1 1.089
11 H -1.309 -1.221 -1.440  C3 1.085
12 H 2.734 1.082 0.718  N6 1.007
13 H 2.937 -0.634 0.621  N6 1.007

Summary:
Kohn-Sham gap in Eh: 0.3549
LUMO in eV: 0.857
HOMO energy in eV: -8.80
E_tot in eV: -9269.849
Relative energy (zero: lowest compared OMol25 entry of this formula, charge and spin) in kcal per mole: 84.2

Atomic partial charges in e from the Löwdin method, atoms 1 to 8: number 1, C, carries -0.0283; number 2, C, carries -0.0864; number 3, C, carries -0.2772; number 4, N, carries 0.1250; number 5, C, carries -0.5043; number 6, N, carries 0.1816; number 7, O, carries -0.0102; number 8, H, carries 0.0758